Formula: C30H80B2F8N5O10
Source: the OMol25 dataset
Level of theory: ωB97M-V/def2-TZVPD

The HOMO energy (spin up / spin down) is -0.621 / -0.621 hartree. As for the strongest force on any atom: 4.212 eV/A. The calculation puts the gap between HOMO and LUMO (spin up / spin down) at 8.33 / 1.83 eV. The LUMO energy (spin up / spin down) comes out at -8.57 / -15.08 eV. As for the spin multiplicity: 2. Its total charge is +4. As for the expectation value of S²: 0.754.

```
135
C30H80B2F8N5O10, DFT ωB97M-V/def2-TZVPD
F -3.7803 -3.4401 4.2491
F -4.3036 -2.3571 2.3405
F -1.5599 0.7444 2.1535
F 0.4951 0.1324 2.0446
F -4.9198 -1.5698 4.3786
F -0.1704 2.1572 1.2576
F -0.6436 0.2100 0.1578
F -2.7272 -1.5246 3.6839
O 1.1801 -1.4052 -3.3238
O -1.2470 -5.4946 0.7972
O -6.7662 2.2766 2.8400
O 6.5211 2.4991 -4.0981
O -0.7608 2.7440 6.6130
O 4.4498 -3.8033 -3.7254
O -2.5094 4.0998 2.0962
O 3.1288 3.8198 -1.1400
O 1.9916 -2.9239 -0.7148
O -4.2821 -1.3365 -0.4490
N -0.0934 -2.8097 1.0986
N -0.2289 3.2506 3.6751
N 1.8859 -3.6859 -4.7188
N 4.1249 2.0738 -2.7500
N -4.8299 0.7034 1.6521
C 0.8054 -2.8438 -5.2754
C 2.2258 -2.4292 0.5776
C -5.4298 2.6894 3.1828
C 1.3053 -3.0134 1.6556
C 2.1686 2.7739 -1.3480
C 0.4830 2.4370 6.1087
C -1.0887 -5.0256 2.0262
C 5.7780 1.3966 -4.6530
C -1.4210 3.9873 4.2655
C 2.9979 -4.1131 -5.6926
C 5.3486 -2.7510 -4.1000
C 2.9901 1.5830 -1.8477
C -4.5122 1.4905 2.9621
C 7.0808 3.2548 -5.1740
C -4.1471 1.0221 0.3107
C 4.1914 -4.6045 -4.8590
C 0.5506 2.1883 4.5534
C -2.9139 4.7719 0.9445
C 0.9700 -1.3882 -4.7689
C -4.7579 -2.1755 -1.3967
C 0.1055 -0.7407 -2.6115
C 2.6181 -4.1430 -1.0658
C -1.1160 -6.8697 0.6768
C -1.2367 -3.4438 1.9518
C 2.5606 5.1275 -1.0281
C -2.0840 4.9943 3.2076
C 4.8800 0.9150 -3.5265
C -7.5945 3.3617 2.4708
C -0.6948 2.6238 7.9541
C -4.6190 0.0251 -0.7473
B -0.4719 0.8171 1.3594
B -3.9290 -2.2522 3.6497
H -4.4696 0.7041 3.7156
H -7.2027 3.7435 1.5280
H 5.4118 0.3102 -2.7920
H -5.6965 0.1580 -0.8441
H 0.8819 -2.9383 -6.3586
H -1.6592 2.5526 8.4571
H 1.6287 2.1255 4.4050
H -3.4756 1.8270 2.9809
H -0.2242 3.4997 8.4006
H 0.3718 -0.7221 -1.5548
H 4.0866 0.2819 -3.9236
H 6.3666 -3.1323 -4.1803
H -3.6720 5.5274 1.1506
H -4.6178 -0.2682 1.8282
H 0.0770 -0.8190 -5.0273
H 1.8416 5.1187 -0.2089
H 7.7236 4.0700 -4.8417
H -1.0186 -2.8928 2.8667
H 5.1343 -1.9943 -3.3452
H 6.3177 3.6951 -5.8158
H -0.2176 -1.8086 1.0486
H 1.1365 1.7506 6.6471
H -2.9376 5.4621 3.6981
H -0.1244 0.2771 -2.9266
H -7.6234 4.1897 3.1791
H -4.4462 -3.1586 -1.0440
H -0.0829 -5.3878 2.2393
H -5.1899 3.4442 2.4339
H 7.5646 2.6573 -5.9468
H 2.2082 -3.1762 -3.9086
H 2.7104 -4.8814 -6.4104
H 3.3003 -2.4568 0.7587
H 1.4950 2.9745 -2.1811
H 3.9512 -5.6019 -4.4909
H -2.0569 3.1355 4.5067
H 3.5292 1.0942 -1.0362
H -0.8805 -1.1965 -2.7024
H 1.4696 -4.0817 1.7961
H 5.0299 1.6873 -5.3905
H 2.4933 -4.3240 -2.1334
H 3.6547 2.6437 -3.4387
H -2.0373 -7.4169 0.8766
H -2.0895 5.1809 0.3603
H -3.5229 4.0888 0.3522
H 1.6416 2.3612 -0.4878
H 6.4168 0.6076 -5.0500
H 0.0588 -3.0623 0.1326
H 1.3710 -2.3734 2.5355
H 4.7691 2.6825 -2.2656
H -5.8340 0.6845 1.5446
H -1.2534 4.5655 5.1742
H 5.0720 -4.8500 -5.4527
H -5.8368 -2.0613 -1.5016
H 1.5146 -4.5049 -4.2591
H 3.4504 5.7092 -0.7872
H 2.3824 0.8955 -2.4360
H -3.0796 0.8570 0.4571
H -4.4446 -1.9496 -2.4160
H -4.1302 0.3388 -1.6697
H 2.1678 -1.3408 0.5896
H 0.1813 1.1803 4.3650
H -4.1752 2.0571 -0.0302
H -0.1234 1.8536 8.4721
H 1.8706 -0.8668 -5.0930
H 2.2093 5.4624 -2.0040
H -0.3254 -7.2393 1.3299
H 2.1191 -4.8965 -0.4564
H 0.4817 3.9627 3.5845
H 3.6734 -3.9040 -0.9341
H -2.0770 -3.0825 1.3590
H -0.3816 2.8582 2.7570
H -1.7888 -5.4187 2.7634
H 3.1578 -3.1240 -6.1221
H -0.1736 -3.1510 -4.9076
H -1.3135 5.6929 2.8814
H 1.0552 3.3461 6.2935
H 5.1114 -2.3902 -5.1008
H -5.2594 3.1030 4.1768
H -8.6581 3.1778 2.3187
H -0.9874 -7.1484 -0.3691
```